Molecular formula: C22H24F6IrN7O6S2
Method: DFT, ωB97M-V/def2-TZVPD

Values from the calculation:
Charge: +3
Energy relative to the best compared isomer or geometry (same formula, charge and spin): 198.3 kJ/mol
2S+1: 2

Geometry as XYZ:
```
68
Properties=species:S:1:pos:R:3:mulliken_spin:R:1
Ir -0.5074 -0.0589 -0.0133 0.5903
O -0.3770 1.8239 3.3947 0.0096
C -0.6863 1.0008 2.5830 -0.0139
O -1.1113 1.2683 1.3449 0.0707
C -0.5919 -0.4707 2.8091 0.0272
C -0.7803 -1.0846 4.0250 0.0020
C -0.6563 -2.4656 4.0926 0.0106
C -0.2991 -3.1584 2.9468 -0.0049
C -0.1136 -2.4814 1.7567 0.0142
N -0.2801 -1.1440 1.6831 -0.0097
H -1.0213 -0.4795 4.8894 0.0002
H -0.8251 -2.9908 5.0239 -0.0004
H -0.1636 -4.2312 2.9619 0.0000
H 0.1814 -3.0022 0.8659 0.0021
F -1.2084 3.2479 -0.6839 -0.0008
C -2.1256 3.0501 -1.6448 -0.0013
F -2.3014 4.1411 -2.3335 -0.0001
F -3.2537 2.6422 -1.0818 -0.0001
S -1.5079 1.7102 -2.7484 0.0046
O -1.4354 0.4799 -1.8633 0.0348
O -2.4008 1.5702 -3.8301 0.0032
N -0.0814 2.1847 -3.1535 0.0030
S 1.2436 1.7635 -2.4825 0.0009
O 1.0830 0.5374 -1.6320 0.0941
O 1.9848 2.8177 -1.8704 0.0048
C 2.2561 1.1060 -3.8854 0.0125
F 3.4539 0.8200 -3.3933 0.0003
F 1.6803 0.0003 -4.3379 0.0005
F 2.3318 2.0099 -4.8241 0.0030
N -2.1613 -2.5380 -1.4760 0.0031
C -0.8453 -2.4615 -1.8344 -0.0010
C -0.4254 -3.1532 -2.9746 0.0048
C 0.9049 -3.1902 -3.2859 -0.0006
C 1.8263 -2.5862 -2.4168 0.0045
C 1.3470 -1.9233 -1.3385 0.0063
N 0.0046 -1.8129 -1.0250 0.0018
C -2.9287 -1.7501 -0.6511 0.0041
C -4.2902 -2.0679 -0.6405 -0.0040
C -5.1854 -1.2943 0.0411 0.0062
C -4.7018 -0.1769 0.7194 -0.0003
C -3.3662 0.0724 0.7198 -0.0031
N -2.4354 -0.7236 0.0788 -0.0006
H -2.6992 -3.1982 -2.0165 -0.0002
H -1.1616 -3.6492 -3.5939 0.0000
H 1.2408 -3.7004 -4.1796 0.0000
H 2.8909 -2.6406 -2.5931 -0.0002
H 2.0182 -1.4770 -0.6190 0.0020
H -4.6209 -2.9288 -1.2070 0.0001
H -6.2398 -1.5370 0.0341 -0.0003
H -5.3591 0.5000 1.2464 0.0001
H -2.9879 0.9250 1.2456 0.0032
N 3.6028 2.5217 2.2748 -0.0003
C 2.8462 3.0955 1.1040 0.0089
C 1.4911 2.4177 1.0207 -0.0016
N 1.6304 0.9412 0.8418 0.1110
C 2.4225 0.3631 1.9484 -0.0053
C 3.7831 1.0399 2.1011 0.0072
H 3.0789 2.7054 3.1355 0.0004
H 4.5093 2.9832 2.3820 0.0000
H 3.4445 2.9187 0.2106 -0.0012
H 2.7400 4.1691 1.2474 0.0005
H 0.9568 2.8419 0.1806 -0.0034
H 0.9166 2.6102 1.9221 0.0036
H 2.1001 0.7767 -0.0455 -0.0061
H 2.5879 -0.7003 1.7775 0.0019
H 1.8611 0.4711 2.8775 0.0010
H 4.4086 0.9024 1.2197 0.0000
H 4.3090 0.6474 2.9693 0.0001
```

---

Molecular formula: C22H24FN3O
Method: DFT, ωB97M-V/def2-TZVPD

Values from the calculation:
Energy: -32435.9255 eV
SMILES: Fc1ccccc1.c1ccncc1.c1ccncc1.c1ccncc1.CO

Geometry as XYZ:
```
51
Properties=species:S:1:pos:R:3:nbo_charge:R:1
F 3.9551 -3.6402 4.1389 -0.3079
C 3.2223 -3.4041 3.0955 0.4072
C 2.4653 -2.2347 3.0267 -0.3034
C 1.8229 -1.9756 1.8107 -0.1948
C 1.6890 -2.9164 0.8558 -0.2420
C 2.5112 -4.0445 0.8823 -0.1832
C 3.2343 -4.3158 2.0333 -0.3028
H 2.5266 -1.5185 3.8328 0.2279
H 1.4008 -0.9986 1.6271 0.2352
H 0.9708 -2.7164 0.0744 0.2213
H 2.4718 -4.7076 0.0307 0.2168
H 3.9470 -5.1251 2.0927 0.2238
C -2.3253 -2.5844 4.7714 -0.1569
C -3.5519 -1.8350 4.7133 -0.2636
C -3.7626 -1.1454 3.5593 0.0176
N -2.8378 -1.0049 2.5593 -0.4377
C -1.6029 -1.6146 2.6754 0.0252
C -1.3193 -2.4101 3.7765 -0.2554
H -2.1278 -3.2111 5.6285 0.2142
H -4.2611 -1.7251 5.5204 0.2240
H -4.6312 -0.5136 3.4459 0.1923
H -0.9106 -1.4073 1.8728 0.2102
H -0.3680 -2.9104 3.8820 0.2289
C -2.7671 -2.4025 -3.3737 -0.1548
C -1.4359 -2.1680 -3.6506 -0.2728
C -0.7618 -1.3788 -2.7230 0.0382
N -1.2050 -0.9047 -1.4465 -0.4657
C -2.4839 -1.3259 -1.2097 0.0483
C -3.2843 -2.0734 -2.1440 -0.2676
H -3.4002 -2.9290 -4.0725 0.2172
H -0.9548 -2.4294 -4.5815 0.2310
H 0.2404 -1.0668 -2.9772 0.1988
H -2.8816 -0.8854 -0.3074 0.2199
H -4.2413 -2.4486 -1.8126 0.2269
C 2.2075 6.0543 -2.3260 -0.1543
C 3.1528 6.5636 -3.2486 -0.2689
C 2.8492 6.4261 -4.5793 0.0245
N 1.7318 5.8324 -5.1002 -0.4075
C 0.9091 5.2980 -4.1650 0.0311
C 1.0497 5.4022 -2.7774 -0.2741
H 2.5196 6.1920 -1.3013 0.2140
H 4.0161 7.0635 -2.8348 0.2217
H 3.4414 7.0312 -5.2497 0.1883
H 0.0336 4.9146 -4.6678 0.1968
H 0.2863 5.1157 -2.0692 0.2271
C -0.2619 2.3463 0.2143 -0.2475
O 0.2314 1.0339 0.0293 -0.7620
H -1.1873 2.4637 0.7782 0.1652
H 0.4242 3.0014 0.7512 0.1723
H -0.3268 2.8241 -0.7632 0.1532
H -0.4199 0.4089 -0.2976 0.5034
```